1:
Molecular formula: C2H2O2S
Method: DFT, the ωB97M-V functional and the def2-TZVPD basis

## Properties
HOMO-LUMO gap: 10.3 eV
E_LUMO: -0.654 eV

Atoms and positions in Å:
1 C 0.168 -0.053 0.567
2 C 0.183 -0.061 -0.614
3 O -2.879 1.239 0.324
4 O -2.756 -1.158 0.399
5 S -2.613 0.014 -0.383
6 H 0.118 -0.049 1.612
7 H 0.259 -0.057 -1.659

Results of the Löwdin charge analysis, in e, for atoms 1 through 6: number 1, C, carries -0.001; number 2, C, carries -0.043; number 3, O, carries -0.425; number 4, O, carries -0.422; number 5, S, carries 0.819; number 6, H, carries 0.042

***

2:
Molecular formula: C2H2O2S
Method: DFT, the ωB97M-V functional and the def2-TZVPD basis

## Properties
HOMO-LUMO gap (alpha / beta): 7.7 / 7.9 eV
E_LUMO (alpha / beta): -0.558 / -0.518 eV

Atoms and positions in Å:
1 C 1.109 -0.146 -0.128
2 C -1.448 0.568 -0.851
3 O 1.134 -1.264 0.289
4 O 1.780 0.909 -0.088
5 S -1.883 -0.378 0.348
6 H 2.728 0.862 0.268
7 H -3.419 -0.551 0.163

Results of the Löwdin charge analysis, in e, for atoms 1 through 6: number 1, C, carries -0.462; number 2, C, carries -0.476; number 3, O, carries 0.063; number 4, O, carries 0.124; number 5, S, carries 0.613; number 6, H, carries 0.176

***

3:
Molecular formula: C2H2O2S
Method: DFT, the ωB97M-V functional and the def2-TZVPD basis

## Properties
HOMO-LUMO gap: 10.2 eV
E_LUMO: 0.261 eV
SMILES string: O=C=S.C=O

Atoms and positions in Å:
1 C 2.879 0.263 0.026
2 C -0.031 -0.515 -0.464
3 O 0.352 -1.509 0.115
4 O 1.816 0.775 -0.049
5 S 4.387 -0.211 -0.029
6 H 0.216 -0.244 -1.428
7 H -0.971 0.081 -0.067

Results of the Löwdin charge analysis, in e, for atoms 1 through 6: number 1, C, carries -0.792; number 2, C, carries -0.186; number 3, O, carries -0.016; number 4, O, carries 0.040; number 5, S, carries 0.783; number 6, H, carries 0.050

***

4:
Molecular formula: C2H2O2S
Method: DFT, the ωB97M-V functional and the def2-TZVPD basis

## Properties
HOMO-LUMO gap: 9.2 eV
E_LUMO: -1.161 eV

Atoms and positions in Å:
1 C 1.638 -0.578 0.068
2 C 1.409 0.582 -0.092
3 O -2.008 -1.248 -0.028
4 O -1.562 1.149 0.071
5 S -2.523 0.089 -0.015
6 H 1.867 -1.591 0.222
7 H 1.178 1.596 -0.226

Results of the Löwdin charge analysis, in e, for atoms 1 through 6: number 1, C, carries 0.000; number 2, C, carries -0.017; number 3, O, carries -0.435; number 4, O, carries -0.447; number 5, S, carries 0.879; number 6, H, carries 0.010

***

Which of them is most stable, and which least? Most stable: 3; least stable: 2.

***

1:
Molecular formula: C24H15Cl2N4OTi
Method: DFT, the ωB97M-V functional and the def2-TZVPD basis

## Properties
charge: +1
HOMO-LUMO gap (alpha / beta): 5.5 / 7.1 eV
E_LUMO (alpha / beta): -3.459 / -3.872 eV
2S+1: 3
<S²>: 2.05

Atoms and positions in Å:
1 Ti -0.251 -0.184 -0.188
2 C -2.571 -3.279 1.410
3 C -3.629 -3.211 0.508
4 C -3.792 -2.073 -0.264
5 C -2.879 -1.029 -0.129
6 N -1.831 -1.115 0.738
7 C -1.692 -2.212 1.481
8 C -2.909 0.262 -0.820
9 C -3.982 1.015 -1.274
10 C -3.778 2.375 -1.526
11 C -2.584 2.992 -1.154
12 C -1.535 2.195 -0.705
13 N -1.685 0.844 -0.749
14 C -0.357 2.537 0.082
15 C 0.249 3.792 0.154
16 C 1.295 3.995 1.035
17 C 1.716 2.928 1.838
18 C 1.103 1.702 1.702
19 N 0.097 1.477 0.841
20 H -2.417 -4.155 2.018
21 H -4.311 -4.042 0.409
22 H -4.591 -2.005 -0.988
23 H -0.838 -2.222 2.161
24 H -4.967 0.586 -1.374
25 H -4.585 2.974 -1.915
26 H -2.507 4.069 -1.164
27 H -0.105 4.590 -0.481
28 H 1.777 4.957 1.109
29 H 2.517 3.060 2.547
30 H 1.408 0.844 2.308
31 Cl 0.418 -4.645 -0.027
32 C 1.557 -3.360 -0.147
33 C 2.899 -3.575 0.162
34 C 3.822 -2.551 0.080
35 Cl 5.469 -2.864 0.471
36 C 3.439 -1.250 -0.316
37 C 4.297 -0.139 -0.463
38 C 3.768 1.060 -0.885
39 C 2.400 1.187 -1.128
40 N 1.549 0.174 -0.969
41 C 2.065 -1.037 -0.594
42 C 1.109 -2.100 -0.560
43 O -0.113 -1.814 -0.934
44 H 3.213 -4.563 0.461
45 H 5.353 -0.239 -0.268
46 H 4.407 1.918 -1.026
47 H 1.982 2.129 -1.467

Results of the Löwdin charge analysis, in e, for atoms 1 through 6: number 1, Ti, carries 0.999; number 2, C, carries -0.042; number 3, C, carries -0.018; number 4, C, carries 0.026; number 5, C, carries -0.177; number 6, N, carries -0.008

***

2:
Molecular formula: C24H15Cl2N4OTi
Method: DFT, the ωB97M-V functional and the def2-TZVPD basis

## Properties
charge: +1
HOMO-LUMO gap (alpha / beta): 5.7 / 7.3 eV
E_LUMO (alpha / beta): -3.290 / -3.818 eV
2S+1: 3
<S²>: 2.03

Atoms and positions in Å:
1 Ti -0.202 -0.226 -0.190
2 C -2.811 -3.294 1.435
3 C -3.853 -3.158 0.535
4 C -3.923 -2.025 -0.252
5 C -2.945 -1.060 -0.125
6 N -1.899 -1.198 0.728
7 C -1.859 -2.303 1.487
8 C -2.936 0.252 -0.816
9 C -3.986 0.991 -1.245
10 C -3.782 2.376 -1.493
11 C -2.596 2.986 -1.138
12 C -1.544 2.192 -0.695
13 N -1.692 0.830 -0.748
14 C -0.383 2.566 0.094
15 C 0.147 3.864 0.174
16 C 1.159 4.130 1.050
17 C 1.661 3.099 1.864
18 C 1.137 1.850 1.728
19 N 0.138 1.542 0.860
20 H -2.722 -4.163 2.071
21 H -4.607 -3.929 0.446
22 H -4.725 -1.889 -0.966
23 H -1.011 -2.391 2.154
24 H -4.976 0.560 -1.321
25 H -4.608 2.980 -1.842
26 H -2.515 4.065 -1.140
27 H -0.263 4.643 -0.455
28 H 1.566 5.130 1.121
29 H 2.449 3.277 2.581
30 H 1.514 1.029 2.324
31 Cl 0.619 -4.738 -0.146
32 C 1.713 -3.413 -0.210
33 C 3.067 -3.619 0.121
34 C 3.966 -2.601 0.054
35 Cl 5.627 -2.898 0.447
36 C 3.557 -1.306 -0.338
37 C 4.418 -0.193 -0.497
38 C 3.915 0.997 -0.921
39 C 2.530 1.119 -1.150
40 N 1.694 0.127 -0.998
41 C 2.197 -1.107 -0.628
42 C 1.253 -2.186 -0.603
43 O -0.007 -1.919 -0.974
44 H 3.393 -4.606 0.418
45 H 5.474 -0.307 -0.293
46 H 4.554 1.856 -1.065
47 H 2.097 2.068 -1.446

Results of the Löwdin charge analysis, in e, for atoms 1 through 6: number 1, Ti, carries 1.080; number 2, C, carries -0.034; number 3, C, carries -0.022; number 4, C, carries 0.016; number 5, C, carries -0.185; number 6, N, carries 0.013

***

Which of them is most stable, and which least? Most stable: 2; least stable: 1.

***

1:
Molecular formula: C4H10NO2
Method: DFT, the ωB97M-V functional and the def2-TZVPD basis

## Properties
charge: +1
HOMO-LUMO gap (alpha / beta): 8.3 / 8.6 eV
E_LUMO (alpha / beta): -6.586 / -5.837 eV

Atoms and positions in Å:
1 C 0.727 0.618 1.012
2 C 2.078 1.179 1.016
3 C -2.008 -1.435 0.719
4 C -0.069 0.167 -2.307
5 N 0.302 0.018 -0.003
6 O -1.833 -0.353 0.019
7 O 0.715 -0.290 -1.180
8 H 0.174 0.652 1.888
9 H 2.635 1.038 2.004
10 H 2.013 2.247 0.875
11 H 2.518 0.709 0.223
12 H -1.449 -1.634 1.724
13 H -2.149 -2.450 0.296
14 H -3.102 -1.445 1.134
15 H -1.118 0.632 -2.164
16 H -0.012 -0.729 -2.891
17 H 0.392 1.089 -2.710

Results of the Löwdin charge analysis, in e, for atoms 1 through 6: number 1, C, carries -0.035; number 2, C, carries 0.013; number 3, C, carries -0.249; number 4, C, carries 0.024; number 5, N, carries 0.078; number 6, O, carries -0.018

***

2:
Molecular formula: C4H10NO2
Method: DFT, the ωB97M-V functional and the def2-TZVPD basis

## Properties
charge: +1
HOMO-LUMO gap: 11.6 eV
E_LUMO: -4.189 eV

Atoms and positions in Å:
1 C 0.664 -2.816 -0.093
2 C 0.343 -1.596 -0.062
3 C -1.387 1.357 -0.321
4 C -1.197 0.074 0.394
5 N 0.178 -0.357 0.143
6 O 2.567 0.795 0.238
7 O -2.119 -0.896 0.139
8 H 0.944 -3.395 0.811
9 H 0.741 -3.477 -0.959
10 H -2.221 2.031 -0.005
11 H -1.528 1.184 -1.408
12 H -0.481 1.965 -0.088
13 H -0.984 0.425 1.361
14 H 0.831 0.405 -0.035
15 H 2.983 1.559 -0.148
16 H 3.004 0.551 1.075
17 H -1.964 -1.445 0.894

Results of the Löwdin charge analysis, in e, for atoms 1 through 6: number 1, C, carries 0.147; number 2, C, carries -0.012; number 3, C, carries -0.006; number 4, C, carries -0.469; number 5, N, carries 0.157; number 6, O, carries -0.028

***

3:
Molecular formula: C4H10NO2
Method: DFT, the ωB97M-V functional and the def2-TZVPD basis

## Properties
charge: +1
HOMO-LUMO gap: 11.4 eV
E_LUMO: -3.775 eV

Atoms and positions in Å:
1 C 2.195 0.706 -1.441
2 C 1.394 -0.163 -0.867
3 C -1.120 -0.681 1.136
4 C -1.107 -0.794 -0.400
5 N 0.479 -0.991 -0.611
6 O 2.186 0.233 1.324
7 O -1.512 0.441 -0.893
8 H 2.549 0.846 -2.420
9 H 2.944 1.094 -0.745
10 H -1.908 -0.060 1.509
11 H -0.016 -0.565 1.419
12 H -1.266 -1.700 1.614
13 H -1.541 -1.667 -0.917
14 H 0.785 -1.918 -0.647
15 H 2.132 0.492 2.113
16 H 3.119 0.053 1.241
17 H -1.999 0.350 -1.770

Results of the Löwdin charge analysis, in e, for atoms 1 through 6: number 1, C, carries 0.158; number 2, C, carries -0.048; number 3, C, carries -0.007; number 4, C, carries -0.294; number 5, N, carries 0.136; number 6, O, carries 0.057

***

Which of them is most stable, and which least? Most stable: 2; least stable: 1.

***

1:
Molecular formula: CH6N2O
Method: DFT, the ωB97M-V functional and the def2-TZVPD basis

## Properties
HOMO-LUMO gap: 9.5 eV
E_LUMO: 0.563 eV
SMILES string: [H]/N=C\N.O

Atoms and positions in Å:
1 N 0.480 0.197 0.662
2 C 0.891 -0.314 -0.535
3 N 2.039 -0.236 -1.077
4 H 1.171 0.633 1.250
5 H -0.359 -0.096 1.126
6 H 0.114 -0.862 -1.063
7 H 2.695 0.277 -0.487
8 H -2.950 0.884 0.025
9 H -3.277 -0.100 1.127
10 O -2.561 0.164 0.536

Results of the Löwdin charge analysis, in e, for atoms 1 through 6: number 1, N, carries 0.069; number 2, C, carries -0.409; number 3, N, carries 0.040; number 4, H, carries 0.087; number 5, H, carries 0.052; number 6, H, carries 0.105

***

2:
Molecular formula: CH6N2O
Method: DFT, the ωB97M-V functional and the def2-TZVPD basis

## Properties
HOMO-LUMO gap: 11.1 eV
E_LUMO: 1.112 eV
SMILES string: [H]/N=C/N.O

Atoms and positions in Å:
1 N -1.173 -1.871 -2.498
2 C -1.178 -0.433 -2.673
3 N -2.309 0.116 -2.527
4 H -1.874 -2.256 -3.124
5 H -1.666 -2.013 -1.615
6 H -0.240 -0.011 -3.033
7 H -2.343 1.118 -2.694
8 H 3.653 2.550 5.757
9 H 3.236 1.178 6.467
10 O 3.895 1.623 5.939

Results of the Löwdin charge analysis, in e, for atoms 1 through 6: number 1, N, carries -0.011; number 2, C, carries -0.332; number 3, N, carries 0.077; number 4, H, carries 0.062; number 5, H, carries 0.063; number 6, H, carries 0.102

***

3:
Molecular formula: CH6N2O
Method: DFT, the ωB97M-V functional and the def2-TZVPD basis

## Properties
HOMO-LUMO gap (alpha / beta): 8.9 / 8.9 eV
E_LUMO (alpha / beta): 0.755 / 0.710 eV
SMILES string: C=[NH+][O-].N

Atoms and positions in Å:
1 C -1.157 -1.548 0.617
2 N -0.890 -0.030 0.563
3 N 1.312 0.998 -0.851
4 O -1.244 0.772 1.443
5 H -1.827 -1.890 1.372
6 H -0.866 -2.068 -0.268
7 H -0.209 0.269 -0.164
8 H 1.749 1.249 0.030
9 H 1.178 1.849 -1.383
10 H 1.955 0.401 -1.359

Results of the Löwdin charge analysis, in e, for atoms 1 through 6: number 1, C, carries 0.081; number 2, N, carries -0.210; number 3, N, carries 0.026; number 4, O, carries -0.108; number 5, H, carries 0.024; number 6, H, carries 0.010

***

4:
Molecular formula: CH6N2O
Method: DFT, the ωB97M-V functional and the def2-TZVPD basis

## Properties
HOMO-LUMO gap: 10.4 eV
E_LUMO: 0.834 eV
SMILES string: [H]/N=C\N.O

Atoms and positions in Å:
1 N 0.486 -1.058 0.643
2 C 0.987 0.184 0.201
3 N 0.653 1.326 0.648
4 H -0.317 -1.078 1.257
5 H 0.256 -1.673 -0.147
6 H 1.766 0.080 -0.538
7 H 0.372 1.274 1.629
8 H -0.891 0.505 -0.721
9 H -1.518 0.164 -1.948
10 O -1.794 0.275 -1.023

Results of the Löwdin charge analysis, in e, for atoms 1 through 6: number 1, N, carries 0.049; number 2, C, carries -0.385; number 3, N, carries 0.060; number 4, H, carries 0.086; number 5, H, carries 0.090; number 6, H, carries 0.109

***

Which of them is most stable, and which least? Most stable: 1; least stable: 3.

***

1:
Molecular formula: C2H2FNO2
Method: DFT, the ωB97M-V functional and the def2-TZVPD basis

## Properties
HOMO-LUMO gap: 9.1 eV
E_LUMO: -0.983 eV
SMILES string: C=C(F)[N+](=O)[O-]

Atoms and positions in Å:
1 C 1.360 0.053 0.112
2 C -0.116 0.437 -0.017
3 N -1.208 -0.538 -0.094
4 O -0.892 -1.643 -0.368
5 O -2.264 -0.019 0.127
6 F -0.471 1.653 -0.225
7 H 1.917 0.859 -0.092
8 H 1.674 -0.803 0.556

Results of the Löwdin charge analysis, in e, for atoms 1 through 6: number 1, C, carries 0.206; number 2, C, carries -0.225; number 3, N, carries -0.398; number 4, O, carries 0.123; number 5, O, carries 0.119; number 6, F, carries 0.147

***

2:
Molecular formula: C2H2FNO2
Method: DFT, the ωB97M-V functional and the def2-TZVPD basis

## Properties
HOMO-LUMO gap: 10.3 eV
E_LUMO: 0.339 eV

Atoms and positions in Å:
1 C -1.084 1.828 1.042
2 C 0.798 -0.197 -0.930
3 N 0.874 -1.389 -0.542
4 O -1.309 2.299 2.015
5 O -0.050 -1.928 0.180
6 F 1.780 0.351 -1.626
7 H -0.957 -1.348 0.483
8 H -0.052 0.383 -0.622

Results of the Löwdin charge analysis, in e, for atoms 1 through 6: number 1, C, carries 0.000; number 2, C, carries -0.247; number 3, N, carries -0.055; number 4, O, carries 0.084; number 5, O, carries -0.094; number 6, F, carries 0.063

***

Which of them is most stable, and which least? Most stable: 2; least stable: 1.

***

1:
Molecular formula: C3H4BrF
Method: DFT, the ωB97M-V functional and the def2-TZVPD basis

## Properties
HOMO-LUMO gap (alpha / beta): 7.9 / 8.7 eV
E_LUMO (alpha / beta): -0.607 / -0.106 eV

Atoms and positions in Å:
1 C 0.326 0.472 0.081
2 C -0.544 0.475 1.241
3 C 0.088 -0.603 -1.258
4 F -1.352 1.512 1.334
5 Br 1.558 -1.638 -1.672
6 H 0.411 1.481 -0.436
7 H 1.309 0.144 0.281
8 H -1.015 -0.544 1.516
9 H -0.780 -1.300 -1.087

Results of the Löwdin charge analysis, in e, for atoms 1 through 6: number 1, C, carries -0.255; number 2, C, carries -0.173; number 3, C, carries -0.555; number 4, F, carries 0.023; number 5, Br, carries 0.657; number 6, H, carries 0.122

***

2:
Molecular formula: C3H4BrF
Method: DFT, the ωB97M-V functional and the def2-TZVPD basis

## Properties
HOMO-LUMO gap (alpha / beta): 9.6 / 8.0 eV
E_LUMO (alpha / beta): -0.186 / -0.537 eV

Atoms and positions in Å:
1 C -1.434 1.216 -0.328
2 C -1.121 -0.004 0.183
3 C 1.721 -1.024 0.008
4 F -1.868 -0.798 0.914
5 Br 2.425 0.397 0.942
6 H -2.418 1.565 -0.401
7 H -0.752 1.579 -0.977
8 H 1.381 -1.786 0.632
9 H 2.065 -1.145 -0.973

Results of the Löwdin charge analysis, in e, for atoms 1 through 6: number 1, C, carries 0.010; number 2, C, carries -0.122; number 3, C, carries -0.518; number 4, F, carries 0.044; number 5, Br, carries 0.617; number 6, H, carries 0.039

***

Which of them is most stable, and which least? Most stable: 1; least stable: 2.